# 1
The following is a DFT calculation (ωB97M-V/def2-TZVPD) of C12H21IN4O3SSbSe5V as an isolated structure.

Geometry as XYZ:
```
49
C12H21IN4O3SSbSe5V | the OMol25 dataset | ωB97M-V/def2-TZVPD
V -0.68591 0.09157 1.24827
Se 5.20979 -2.51643 -3.22510
Sb 3.18237 -2.76302 -1.94221
Se 0.26621 -0.41821 3.56565
Se 0.77518 -1.30060 0.49927
Se 2.32601 -5.00310 -1.96992
C 3.53502 4.36772 2.37823
C 3.49260 3.37795 1.26231
C 4.48704 2.81546 0.49247
C 3.81947 1.91492 -0.37510
N 2.51687 1.94619 -0.15992
N 2.33796 2.83857 0.82862
C 4.39772 0.95633 -1.36262
H 4.55858 4.70448 2.53855
H 3.17032 3.92789 3.30873
H 2.91827 5.24203 2.16034
H 5.54653 3.00143 0.56688
H 1.40516 2.93723 1.21090
H 5.27027 1.36997 -1.87048
H 3.66036 0.68324 -2.11480
H 4.71733 0.03558 -0.87235
C -2.97910 2.64168 1.76816
S -1.47384 2.73492 0.83137
O -1.39718 4.07240 0.31938
O -1.45359 1.64691 -0.17408
O -0.37475 2.32025 1.76267
H -3.06085 3.57971 2.31199
H -2.92775 1.79349 2.44160
H -3.80347 2.52324 1.06782
C -0.40328 -2.06788 -2.84458
N -1.46018 -1.07322 -2.82182
C -1.35437 0.16676 -3.42280
C -2.47399 0.84015 -3.09920
N -3.22107 -0.01992 -2.31431
C -4.44453 0.34537 -1.64412
C -2.61321 -1.22438 -2.12225
Se -2.54856 -0.94761 1.34294
H -0.02698 -2.19601 -3.86038
H -0.80140 -3.01067 -2.48230
H 0.41629 -1.76063 -2.19399
H -0.48865 0.46844 -3.98639
H -2.78066 1.84530 -3.33147
H -5.09217 0.91592 -2.31311
H -4.23189 0.93401 -0.74886
H -4.94446 -0.57073 -1.34036
I -1.09483 2.44736 5.19276
C -0.98986 0.28499 4.84310
H -0.70186 -0.08081 5.82311
H -2.01552 0.00780 4.62183
```

Summary:
Gap between HOMO and LUMO: 5.5 eV
Total charge: -2
E: -14802.0140 Ha
HOMO energy: -1.935 eV
M: 995.8 u
ΔE to the lowest compared entry with this formula, charge and spin: 20.2 kcal/mol

---

# 2
The following is a DFT calculation (ωB97M-V/def2-TZVPD) of C12H21N4O3PdS as an isolated structure.

Geometry as XYZ:
```
42
C12H21N4O3PdS | the OMol25 dataset | ωB97M-V/def2-TZVPD
Pd 1.41971 -0.96742 -1.17137
C -0.14784 1.18900 0.07954
C 0.32779 0.58867 1.40186
N 0.90173 -0.77273 1.27451
C 2.17352 -0.98166 1.97582
C 3.34177 -1.09829 0.98514
N 3.12546 -0.25360 -0.21812
C 3.09107 1.21391 0.03627
C 2.08033 1.90247 -0.87101
N 0.84360 1.09910 -1.02554
H -0.42808 2.23447 0.23758
H -1.03242 0.67081 -0.26140
H -0.53400 0.58719 2.07168
H 1.06802 1.23605 1.86806
H 0.20852 -1.45129 1.55367
H 2.13792 -1.89475 2.56887
H 2.35033 -0.16690 2.68096
H 3.42614 -2.12538 0.62052
H 4.28879 -0.84522 1.46991
H 3.87231 -0.45174 -0.88106
H 4.08154 1.63956 -0.13111
H 2.86075 1.37086 1.08441
H 2.50032 2.04176 -1.86740
H 1.83934 2.89120 -0.47103
H 0.36494 1.38200 -1.87628
N -0.21800 -1.70375 -2.15599
C -1.44461 -1.25639 -1.53369
C -1.77888 -1.79771 -0.30217
C -2.79192 -1.20941 0.43594
C -3.43845 -0.08801 -0.05974
C -3.16184 0.37919 -1.33866
C -2.16452 -0.21419 -2.09801
S -4.59595 0.82906 0.98530
O -5.79751 0.84499 0.18837
O -4.62982 0.04187 2.19822
O -3.88813 2.09333 1.08591
H -0.18008 -1.42728 -3.13513
H -0.14784 -2.72190 -2.11880
H -1.23240 -2.65410 0.07960
H -3.07548 -1.56266 1.42002
H -3.71170 1.23557 -1.70764
H -1.90444 0.17335 -3.07802
```

Summary:
Gap between HOMO and LUMO (alpha / beta): 3.9 / 3.9 eV
Total charge: +1
E: -1440.3517 Ha
HOMO energy (alpha / beta): -10.394 / -10.394 eV
M: 407.8 u
ΔE to the lowest compared entry with this formula, charge and spin: 2.1 kcal/mol

---

# 3
The following is a DFT calculation (ωB97M-V/def2-TZVPD) of one molecule with the formula C12H21N5O3 at a distorted geometry.

Geometry as XYZ:
```
41
C12H21N5O3 | the OMol25 dataset | ωB97M-V/def2-TZVPD
N -3.86253 -1.54873 -2.97404
C -4.65316 -0.43437 -2.29262
C -3.52862 0.55442 -1.67564
C -3.20144 0.03492 -0.26708
C -1.99277 0.58504 0.49303
C -0.65236 0.01145 0.77040
N 0.12728 0.92668 1.54916
C 0.05566 -0.32046 -0.53060
O -0.50285 -0.25048 -1.57318
N 1.50581 -0.45114 -0.51208
C 2.30485 -1.18926 0.50806
C 2.82177 -0.30494 1.60468
C 3.49894 0.88466 1.13495
C 4.74440 1.26573 1.44566
N 4.95602 2.46640 0.79547
C 3.68902 2.87448 0.43018
N 2.78222 1.99206 0.54303
C 1.30205 -2.20279 1.20335
O 1.49873 -2.56690 2.32290
O 0.33104 -2.57122 0.34600
H -4.47000 -2.30438 -2.82238
H -3.84963 -1.50954 -4.08045
H -5.36858 0.13403 -2.85931
H -5.02203 -0.99438 -1.46875
H -2.54571 0.50472 -2.18743
H -3.95821 1.53713 -1.75327
H -4.19183 0.12072 0.25731
H -3.13061 -1.10881 -0.37995
H -2.37183 0.64342 1.57669
H -2.04038 1.70126 0.29257
H -0.96646 -0.91620 1.31650
H 1.02251 0.41254 1.65507
H 0.42419 1.62800 0.82193
H 1.76285 -0.72602 -1.40164
H 3.13978 -1.68964 -0.05766
H 2.06515 -0.24275 2.41196
H 3.46586 -1.09385 2.15201
H 5.55597 0.66253 1.75585
H 5.72004 3.21665 0.78994
H 3.48137 3.76633 -0.08412
H 0.05351 -3.49729 0.74349
```

Summary:
Gap between HOMO and LUMO: 9.2 eV
Total charge: 0
E: -969.2499 Ha
HOMO energy: -8.751 eV
M: 283.3 u
SMILES: NCCCC[C@H](N)C(=O)N[C@@H](Cc1c[nH]cn1)C(=O)O
ΔE to the lowest compared entry with this formula, charge and spin: 111.1 kcal/mol

---

# 4
The following is a DFT calculation (ωB97M-V/def2-TZVPD) of one molecule with the formula C12H21NO8S at a distorted geometry.

Geometry as XYZ:
```
43
C12H21NO8S | the OMol25 dataset | ωB97M-V/def2-TZVPD
C 0.85291 -3.85083 -1.31219
C 0.69240 -2.79696 -0.21469
C 1.73243 -2.98182 0.88977
O 0.80973 -1.48476 -0.76873
C -0.48935 -0.95281 -0.88947
C -1.24327 -1.63533 0.26273
C -1.09549 -0.83696 1.57352
O -0.02380 0.09370 1.52827
C -0.22941 1.11950 0.60393
C 0.99735 2.06482 0.70962
O 1.84597 1.98935 -0.40160
S 3.35202 1.47168 -0.08945
N 3.16806 -0.11107 0.29899
O 4.03870 1.57915 -1.32241
O 3.83132 2.14186 1.07102
O -1.40572 1.83200 0.91399
C -2.12570 2.08107 -0.28617
C -1.71135 3.42050 -0.90571
C -3.62132 2.04618 0.00755
O -1.79440 1.00782 -1.14920
C -0.49584 0.57192 -0.82776
O -0.61927 -2.89559 0.32690
H 0.69120 -4.83715 -0.88927
H 1.85197 -3.78812 -1.73205
H 0.12196 -3.67938 -2.09770
H 1.61449 -3.97306 1.31780
H 2.73266 -2.87220 0.48360
H 1.57442 -2.23908 1.66653
H -0.93457 -1.24411 -1.85366
H -2.29957 -1.80018 0.03745
H -2.02423 -0.30300 1.79838
H -0.85937 -1.51947 2.39107
H 0.62774 3.09055 0.80376
H 1.55321 1.81663 1.61777
H 2.55865 -0.60378 -0.33961
H 2.85102 -0.21128 1.24841
H -2.30284 3.59636 -1.79933
H -0.65951 3.40105 -1.17911
H -1.88461 4.21801 -0.18934
H -4.16900 2.15896 -0.92224
H -3.87236 2.85355 0.68730
H -3.88476 1.09639 0.46320
H 0.24753 0.96593 -1.53192
```

Summary:
Gap between HOMO and LUMO: 10.6 eV
Total charge: 0
E: -1524.7237 Ha
HOMO energy: -10.065 eV
M: 339.4 u
SMILES: CC1(C)O[C@H]2[C@H](CO[C@]3(COS(N)(=O)=O)OC(C)(C)O[C@H]23)O1
ΔE to the lowest compared entry with this formula, charge and spin: 0.9 kcal/mol

---

# 5
The following is a DFT calculation (ωB97M-V/def2-TZVPD) of C12H22AuNS4Si2 as an isolated structure at a distorted geometry.

Geometry as XYZ:
```
42
C12H22AuNS4Si2 | the OMol25 dataset | ωB97M-V/def2-TZVPD
Au 0.76034 1.62116 -1.48845
C -2.29322 -2.26650 0.24679
Si -1.65534 -0.75456 -0.73851
C -1.10513 -1.38865 -2.45052
C -3.05106 0.52274 -0.87847
C -0.10531 -0.00469 0.06982
C 1.09127 -0.79066 -0.19173
C 1.40320 -2.02288 0.38154
C 2.58313 -2.63760 0.02212
C 3.42836 -2.01907 -0.89701
C 3.05121 -0.79989 -1.42079
N 1.91664 -0.21496 -1.07114
Si -0.07240 0.81607 1.78568
C -1.30933 2.25065 1.89194
C -0.46472 -0.44633 3.17000
C 1.71977 1.40910 2.05392
H -3.16618 -2.69057 -0.23873
H -2.58123 -1.99661 1.25699
H -1.54586 -3.04927 0.31223
H -1.94431 -1.72997 -3.04681
H -0.41236 -2.21892 -2.35088
H -0.59826 -0.60925 -3.01149
H -3.84089 0.14642 -1.52055
H -2.70121 1.46135 -1.29557
H -3.48655 0.74121 0.09011
H 0.71886 -2.46396 1.08810
H 2.85796 -3.59289 0.44555
H 4.35771 -2.47411 -1.19871
H 3.65830 -0.26750 -2.13591
H -2.33148 1.89053 1.92399
H -1.22830 2.91982 1.04169
H -1.13324 2.83145 2.79144
H -1.45623 -0.87134 3.05826
H -0.42453 0.03624 4.14124
H 0.24755 -1.26357 3.18390
H 2.05831 2.01842 1.22143
H 2.39843 0.56515 2.13476
H 1.82156 2.00083 2.95710
S 2.42230 2.72031 -3.21726
S 1.60471 4.41419 -3.75764
S -0.29495 4.81297 -2.80178
S -0.89752 3.39513 -1.55664
```

Summary:
Gap between HOMO and LUMO (alpha / beta): 7.6 / 6.0 eV
Total charge: 0
2S+1: 3
E: -2832.6905 Ha
HOMO energy (alpha / beta): -7.367 / -7.644 eV
M: 561.7 u